The following is a quantum chemistry calculation of C26H40BF6IrN7O4S2 as an isolated structure at a distorted geometry, from OMol25.

Values from the calculation:
multiplicity: 6
gap between HOMO and LUMO (spin up / spin down): 7.04 / 5.27 eV
total charge: +2
expectation value of S²: 8.813
E: -3222.9976 Ha
E_HOMO (spin up / spin down): -14.055 / -14.634 eV
LUMO level (spin up / spin down): -7.01 / -9.37 eV

The geometry in XYZ format:
```
87
Properties=species:S:1:pos:R:3:lowdin_charge:R:1
Ir -18.012 6.580 1.390 1.46
C -21.660 5.463 5.043 0.04
C -21.140 5.468 3.636 -0.18
C -21.675 4.898 2.476 0.08
C -20.807 5.053 1.421 -0.13
N -19.746 5.783 1.977 -0.04
N -19.982 6.020 3.325 0.04
B -18.926 6.780 4.064 -0.50
N -17.640 5.795 4.122 0.04
N -17.037 5.559 2.942 -0.06
C -16.111 4.634 3.132 -0.23
C -16.053 4.326 4.473 0.06
C -17.069 5.026 5.068 -0.23
C -17.535 5.051 6.486 0.02
C -15.309 3.943 2.074 -0.54
C -15.158 2.438 2.367 -0.03
C -13.894 4.523 2.030 -0.02
C -16.045 4.126 0.752 -0.06
N -18.599 7.939 3.000 0.09
N -18.592 8.064 0.279 0.05
C -18.722 9.312 0.404 -0.29
C -18.922 9.915 1.716 0.12
C -18.989 9.189 2.960 -0.28
C -19.415 10.042 4.162 0.02
C -18.601 10.127 -0.871 -0.47
C -17.099 10.224 -1.118 -0.15
C -19.360 11.504 -0.721 0.01
C -19.105 9.292 -1.991 -0.04
C -21.040 4.640 -0.022 -0.50
C -19.775 4.124 -0.691 -0.05
C -21.376 5.968 -0.819 -0.02
C -22.273 3.711 -0.100 -0.02
H -20.845 5.716 5.703 0.07
H -22.058 4.508 5.363 0.11
H -22.419 6.196 5.175 0.10
H -22.607 4.321 2.433 0.14
H -19.216 7.180 5.116 0.10
H -15.413 3.538 4.915 0.15
H -17.986 4.065 6.639 0.10
H -18.273 5.768 6.609 0.03
H -16.695 5.127 7.211 0.12
H -14.805 2.279 3.398 0.08
H -14.425 2.030 1.628 0.11
H -16.066 1.845 2.234 0.10
H -13.426 4.287 3.028 0.12
H -13.790 5.560 1.836 0.03
H -13.314 3.905 1.236 0.13
H -17.037 3.724 0.722 0.06
H -15.462 3.681 -0.086 0.12
H -16.024 5.171 0.467 0.02
H -19.118 10.971 1.808 0.12
H -19.215 9.522 5.076 0.06
H -20.425 10.319 3.981 0.10
H -18.770 10.879 4.093 0.09
H -15.988 11.169 0.166 0.10
H -16.891 11.068 -1.754 0.15
H -16.761 9.339 -1.581 0.11
H -18.928 12.130 0.033 0.07
H -20.400 11.300 -0.521 0.09
H -19.254 12.061 -1.666 0.11
H -18.713 8.301 -2.060 0.08
H -18.852 9.850 -2.911 0.12
H -20.189 9.237 -1.916 0.10
H -19.011 4.961 -0.616 0.06
H -19.979 3.829 -1.724 0.10
H -19.308 3.222 -0.276 0.09
H -20.774 6.817 -0.561 0.04
H -22.366 6.360 -0.674 0.09
H -21.236 5.725 -1.875 0.10
H -22.170 2.858 0.560 0.10
H -22.420 3.455 -1.157 0.11
H -23.131 4.202 0.193 0.06
F -17.467 8.786 7.612 0.15
C -16.677 9.610 6.960 -0.40
F -16.800 9.479 5.644 0.11
F -16.893 10.859 7.271 0.17
S -15.386 8.314 1.631 1.02
O -16.033 7.280 0.790 -0.60
O -16.344 10.304 0.104 -0.10
N -13.961 8.561 1.370 -0.37
S -12.639 8.336 0.375 0.69
O -12.153 9.621 0.093 -0.19
O -11.908 7.247 0.982 -0.24
C -13.381 7.523 -1.209 -0.70
F -13.949 6.383 -1.002 0.20
F -14.314 8.335 -1.700 0.15
F -12.330 7.435 -1.977 0.20
```

=====

The following is a quantum chemistry calculation of C26H40BN9O7PSY as an isolated structure, from OMol25.

Values from the calculation:
multiplicity: 1
gap between HOMO and LUMO: 4.81 eV
relative energy (zero: lowest compared OMol25 entry of this formula, charge and spin): 2.985 eV
E: -2837.2000 Ha
E_HOMO: -6.116 eV
LUMO level: -1.31 eV

The geometry in XYZ format:
```
86
Properties=species:S:1:pos:R:3:lowdin_charge:R:1
Y -0.368 0.206 -0.446 1.36
O 3.405 -2.193 -1.200 0.15
C 2.116 -2.198 -0.875 -0.47
O 1.652 -1.945 0.200 0.12
C 1.219 -2.595 -2.016 -0.15
C 1.570 -3.541 -2.970 0.04
C 0.620 -3.917 -3.895 -0.01
C -0.629 -3.303 -3.864 0.02
C -0.857 -2.337 -2.909 -0.19
N 0.031 -2.006 -1.986 0.14
C -2.122 -1.492 -2.814 -0.43
O -3.116 -1.723 -3.673 0.16
O -2.217 -0.635 -1.979 0.05
H 3.891 -1.827 -0.440 0.15
H 2.563 -3.968 -2.967 0.13
H 0.841 -4.670 -4.639 0.12
H -1.380 -3.586 -4.591 0.12
H -2.883 -2.379 -4.340 0.10
B 3.033 1.993 -0.743 -0.41
N 1.969 1.796 -1.876 -0.08
C 1.872 2.625 -2.916 -0.09
C 1.126 2.019 -3.912 -0.05
C 0.788 0.790 -3.367 -0.17
N 1.297 0.653 -2.135 -0.06
N 2.678 1.190 0.560 -0.06
C 3.517 1.067 1.597 -0.10
C 2.855 0.432 2.635 -0.06
C 1.582 0.192 2.125 -0.18
N 1.487 0.657 0.879 -0.08
H 4.110 1.566 -1.132 0.06
H 3.075 3.177 -0.504 0.07
H 2.346 3.592 -2.880 0.13
H 0.858 2.420 -4.874 0.09
H 0.200 -0.001 -3.809 0.09
H 4.518 1.463 1.532 0.12
H 3.239 0.183 3.609 0.09
H 0.741 -0.308 2.581 0.10
O -1.550 -0.724 1.274 -0.38
P -3.055 -0.912 1.264 0.55
N -3.979 0.379 0.909 -0.16
C -3.739 1.576 1.792 -0.14
C -4.551 2.714 1.149 -0.15
C -5.265 2.076 -0.046 -0.16
C -4.347 0.928 -0.426 -0.19
N -3.426 -1.417 2.792 -0.18
C -2.627 -1.060 3.980 -0.18
C -3.648 -0.504 4.965 -0.17
C -4.895 -1.346 4.683 -0.16
C -4.828 -1.663 3.177 -0.19
N -3.478 -2.139 0.242 -0.18
C -4.806 -2.374 -0.357 -0.18
C -4.787 -3.860 -0.723 -0.16
C -3.850 -4.474 0.311 -0.17
C -2.761 -3.416 0.446 -0.19
H -2.678 1.835 1.811 0.09
H -4.071 1.344 2.804 0.09
H -3.854 3.487 0.821 0.08
H -5.258 3.152 1.854 0.11
H -5.402 2.772 -0.873 0.11
H -6.243 1.683 0.245 0.11
H -3.462 1.314 -0.933 0.07
H -4.838 0.184 -1.041 0.09
H -1.830 -0.367 3.719 0.11
H -2.166 -1.961 4.397 0.12
H -3.842 0.549 4.762 0.10
H -3.310 -0.589 5.997 0.11
H -5.818 -0.829 4.942 0.11
H -4.861 -2.271 5.261 0.11
H -5.496 -1.021 2.597 0.10
H -5.107 -2.702 2.986 0.10
H -4.960 -1.756 -1.238 0.09
H -5.609 -2.155 0.352 0.11
H -4.369 -3.990 -1.726 0.10
H -5.787 -4.293 -0.721 0.11
H -3.453 -5.443 0.009 0.11
H -4.367 -4.598 1.265 0.11
H -1.982 -3.549 -0.313 0.10
H -2.275 -3.434 1.421 0.11
C -0.020 3.313 2.383 -0.20
O -0.511 2.468 1.370 -0.53
H -0.795 3.998 2.743 0.07
H 0.826 3.915 2.027 0.07
H 0.331 2.698 3.217 0.07
O -1.783 4.252 0.066 -0.52
S -0.694 3.287 -0.229 0.66
N -1.171 2.037 -0.990 -0.53
```

=====

The following is a quantum chemistry calculation of C26H40BaNP2Te as an isolated structure at a distorted geometry, from OMol25.

Values from the calculation:
multiplicity: 1
gap between HOMO and LUMO: 3.81 eV
total charge: -1
relative energy (zero: lowest compared OMol25 entry of this formula, charge and spin): 5.467 eV
E: -2045.5865 Ha
E_HOMO: -1.915 eV
LUMO level: 1.89 eV

The geometry in XYZ format:
```
71
Properties=species:S:1:pos:R:3:lowdin_charge:R:1
Ba 2.181 1.619 -0.309 1.32
C -0.375 -3.879 -3.072 -0.13
C 0.419 -2.894 -2.216 -0.55
C 0.215 -3.165 -0.725 -0.14
P 0.227 -1.039 -2.508 1.08
C -0.101 -0.874 -4.351 -0.55
C -1.487 -1.188 -4.909 -0.14
C 0.283 0.573 -4.696 -0.17
C -1.374 -0.664 -1.699 -0.30
C -2.572 -1.313 -1.987 -0.08
C -3.765 -1.046 -1.327 -0.30
C -5.050 -1.729 -1.722 -0.07
C -3.727 -0.105 -0.304 -0.07
C -2.554 0.540 0.030 -0.04
C -1.336 0.300 -0.655 -0.31
N -0.140 0.837 -0.263 -0.22
C -0.110 1.807 0.689 -0.58
C -0.802 3.030 0.649 -0.03
C -0.685 3.933 1.690 -0.03
C 0.110 3.665 2.806 -0.27
C 0.212 4.636 3.955 -0.06
C 0.818 2.471 2.823 -0.07
C 0.738 1.564 1.766 -0.51
P 1.647 0.017 1.607 0.90
C 1.049 -1.015 3.043 -0.52
C -0.433 -1.272 2.732 -0.12
C 1.225 -0.542 4.479 -0.12
C 3.214 0.824 2.162 -0.60
C 4.426 -0.043 1.835 -0.11
C 3.348 2.245 1.640 -0.38
H -0.047 -4.901 -2.856 0.07
H -0.216 -3.696 -4.135 0.06
H -1.444 -3.827 -2.859 0.06
H 1.481 -3.038 -2.442 0.10
H -0.834 -3.040 -0.451 0.07
H 0.807 -2.464 -0.130 0.04
H 0.523 -4.182 -0.462 0.07
H 0.630 -1.548 -4.811 0.10
H -2.240 -0.553 -4.441 0.07
H -1.775 -2.233 -4.773 0.05
H -1.497 -0.981 -5.984 0.07
H -0.232 1.272 -4.030 0.07
H 0.015 0.807 -5.731 0.07
H 1.352 0.737 -4.551 -0.03
H -2.581 -2.068 -2.762 0.08
H -4.859 -2.715 -2.149 0.07
H -5.588 -1.142 -2.473 0.07
H -5.712 -1.851 -0.862 0.07
H -4.632 0.116 0.255 0.10
H -2.559 1.227 0.866 0.10
H -1.440 3.239 -0.201 0.12
H -1.240 4.865 1.653 0.11
H -0.663 5.285 3.990 0.07
H 1.096 5.272 3.865 0.08
H 0.281 4.105 4.905 0.07
H 1.494 2.285 3.649 0.12
H 1.587 -1.963 2.926 0.10
H -1.010 -0.352 2.846 0.08
H -0.862 -2.016 3.408 0.08
H -0.579 -1.623 1.708 0.06
H 0.677 0.382 4.660 0.07
H 2.274 -0.391 4.744 0.07
H 0.825 -1.295 5.163 0.08
H 3.148 0.891 3.249 0.09
H 4.559 -0.199 0.758 0.06
H 4.322 -1.030 2.293 0.08
H 5.347 0.408 2.213 0.08
H 4.073 2.309 0.842 0.03
H 3.702 2.919 2.429 0.11
H 2.389 2.641 1.358 -0.06
Te 3.830 1.053 -2.839 -0.70
```